Here is one molecule with the formula C18H27N3S from the OMol25 dataset. Energies are from ωB97M-V/def2-TZVPD.

## Properties
structure (SMILES)	S=C(NC1CCCCC1)N1CCN(Cc2ccccc2)CC1
frontier orbital gap	8.413	eV
multiplicity	1
ΔE to the lowest compared entry with this formula, charge and spin	7.89	kcal/mol

Element x y z (Å)
S -2.28380 -3.25387 0.57272
C -1.61384 -1.86109 -0.02540
N -2.42506 -0.89762 -0.56307
C -2.33765 0.51694 -0.22282
C -2.69531 1.37528 -1.43693
C -2.58545 2.85641 -1.08588
C -3.49944 3.19888 0.08689
C -3.16010 2.33546 1.29816
C -3.26948 0.85516 0.94552
N -0.27924 -1.66543 -0.04010
C 0.37550 -0.78562 -0.98965
C 1.61330 -1.49438 -1.54800
N 2.59650 -1.78907 -0.52213
C 3.72128 -0.86455 -0.43961
C 3.35090 0.54454 -0.04146
C 2.96824 1.47908 -0.99837
C 2.52850 2.73677 -0.62540
C 2.46543 3.08190 0.71431
C 2.87127 2.17192 1.67489
C 3.31588 0.91567 1.29892
C 1.97290 -2.05816 0.76625
C 0.58335 -2.64865 0.58893
H -3.38601 -1.22098 -0.59158
H -1.31210 0.73451 0.08368
H -3.71592 1.14405 -1.74887
H -2.02961 1.13547 -2.26837
H -2.85109 3.46144 -1.95476
H -1.55106 3.08783 -0.81966
H -4.53849 3.02566 -0.20159
H -3.39498 4.25492 0.34265
H -2.14159 2.55526 1.62733
H -3.83569 2.56753 2.12341
H -3.00946 0.23834 1.80871
H -4.29923 0.62131 0.66344
H -0.32307 -0.54924 -1.79534
H 0.68944 0.14897 -0.50677
H 2.06665 -0.88303 -2.32779
H 1.29991 -2.43986 -2.00657
H 4.41976 -1.28537 0.28917
H 4.20826 -0.86327 -1.41842
H 3.02076 1.22468 -2.04775
H 2.23470 3.44926 -1.38258
H 2.11480 4.06062 1.00688
H 2.84389 2.44077 2.72086
H 3.65510 0.22126 2.05490
H 1.87703 -1.14593 1.37605
H 2.60540 -2.76713 1.31016
H 0.62632 -3.56945 -0.00495
H 0.15471 -2.90477 1.56117